1.
Computed, not measured: a molecular structure, C45H39N3O3Se2Te2Zr, with the ωB97M-V functional and the def2-TZVPD basis.

energy relative to the best compared isomer or geometry (same formula, charge and spin)	42.64	kJ/mol
gap between HOMO and LUMO	4.56	eV
E_HOMO	-0.565	eV
net charge	-2
maximum force	0.8	eV/Å

The geometry in XYZ format:
```
95
Properties=species:S:1:pos:R:3:mulliken_charge:R:1
Zr -0.33 -0.47 -1.06 -0.197
O -0.15 -1.54 0.74 -0.760
C -1.01 -1.94 1.74 4.223
C -2.31 -1.08 1.79 -2.131
C -2.17 0.40 1.63 0.230
C -2.87 1.21 2.52 -0.897
C -2.80 2.58 2.42 -1.242
C -1.95 3.12 1.47 -0.759
C -1.25 2.27 0.62 0.824
C -0.21 2.86 -0.29 -1.078
C 1.18 2.24 -0.03 2.241
O 1.10 0.88 -0.29 -0.306
C 1.65 2.47 1.41 -0.182
C 2.45 1.50 2.00 0.279
C 3.03 1.71 3.24 -0.688
C 2.79 2.90 3.93 -0.572
C 1.98 3.87 3.36 -0.926
C 1.42 3.66 2.10 0.321
C 2.19 2.89 -1.00 -0.066
C 3.27 3.67 -0.60 -0.596
C 4.15 4.21 -1.54 -0.969
C 3.96 3.98 -2.89 -0.621
C 2.89 3.19 -3.30 -1.474
C 2.02 2.66 -2.37 0.121
N -1.41 0.93 0.65 1.937
C -0.32 -1.77 3.11 -0.286
C -0.25 -2.77 4.08 -0.729
C 0.32 -2.52 5.32 -0.926
C 0.82 -1.26 5.62 -0.745
C 0.77 -0.27 4.66 -0.906
C 0.22 -0.52 3.42 0.683
C -1.38 -3.42 1.56 -0.975
C -0.35 -4.29 1.19 -0.034
C -0.58 -5.66 1.11 -0.646
C -1.83 -6.18 1.37 -0.596
C -2.86 -5.32 1.72 -0.855
C -2.64 -3.95 1.82 -0.055
H -2.79 -1.25 2.76 0.844
H -2.96 -1.42 0.98 0.098
H -3.48 0.74 3.28 0.493
H -3.36 3.22 3.09 0.395
H -1.81 4.19 1.38 0.485
H -0.20 3.95 -0.16 0.793
H -0.45 2.68 -1.34 -0.775
H 2.60 0.57 1.46 0.242
H 3.64 0.94 3.69 0.345
H 3.24 3.06 4.91 0.364
H 1.78 4.79 3.89 0.396
H 0.82 4.43 1.66 0.267
H 3.45 3.87 0.45 0.381
H 4.99 4.81 -1.20 0.416
H 4.65 4.39 -3.62 0.363
H 2.73 2.99 -4.35 0.473
H 1.20 2.03 -2.69 0.750
H -0.65 -3.76 3.87 0.365
H 0.37 -3.32 6.06 0.402
H 1.26 -1.07 6.60 0.368
H 1.17 0.72 4.87 0.495
H 0.22 0.25 2.65 -0.171
H 0.62 -3.87 0.97 0.305
H 0.23 -6.31 0.81 0.392
H -2.02 -7.24 1.29 0.344
H -3.86 -5.71 1.91 0.375
H -3.46 -3.30 2.08 0.335
O 2.14 -0.63 -2.37 -0.048
C 2.67 -1.87 -2.75 -0.946
C 1.72 -3.01 -2.49 0.679
C 2.10 -4.29 -2.87 -0.958
C 1.18 -5.32 -2.76 -0.507
C -0.07 -5.03 -2.25 -0.961
C -0.35 -3.74 -1.86 -0.500
N 0.53 -2.73 -1.97 1.143
H 1.40 -0.48 -2.99 -0.353
H 3.60 -2.01 -2.20 0.374
H 2.92 -1.87 -3.82 0.294
H 3.08 -4.45 -3.30 0.463
H 1.44 -6.33 -3.07 0.377
H -0.83 -5.79 -2.15 0.542
H -1.32 -3.46 -1.46 0.330
Se -2.74 -1.42 -1.41 -0.777
Te -2.46 -1.87 -4.70 -0.083
Te -1.59 -2.11 -7.25 -0.757
Se -0.50 -0.31 -4.12 -0.002
N -0.80 0.92 -2.75 0.513
C -1.69 1.95 -3.10 -0.889
C -3.05 1.90 -2.76 0.011
C -3.89 2.97 -3.05 -0.768
C -3.41 4.10 -3.69 -0.443
C -2.07 4.16 -4.05 -0.822
C -1.22 3.10 -3.76 0.269
H -3.40 1.01 -2.25 0.208
H -4.94 2.90 -2.77 0.401
H -4.07 4.93 -3.91 0.362
H -1.68 5.03 -4.55 0.381
H -0.18 3.14 -4.05 0.282
```

2.
Computed, not measured: a molecular structure, C45H40CrN8O5, with the ωB97M-V functional and the def2-TZVPD basis.

energy relative to the best compared isomer or geometry (same formula, charge and spin)	16.56	kJ/mol
gap between HOMO and LUMO (spin up / spin down)	6.98 / 6.73	eV
E_HOMO (spin up / spin down)	-10.174 / -10.169	eV
2S+1	4
<S²>	3.7795
net charge	+1
maximum force	1.0	eV/Å

The geometry in XYZ format:
```
99
Properties=species:S:1:pos:R:3:mulliken_spin:R:1
Cr -0.23 -0.28 2.08 3.127
C -2.81 2.07 4.64 0.000
C -2.99 2.54 3.21 -0.015
C -4.19 3.15 2.85 0.000
C -4.39 3.62 1.57 0.001
C -3.37 3.51 0.64 -0.001
C -2.16 2.91 0.97 -0.083
C -1.08 2.82 -0.07 0.040
C -1.98 2.40 2.25 0.008
N -0.80 1.67 2.60 -0.001
C -0.11 2.18 3.66 0.002
O -0.07 3.33 4.06 0.014
C 0.61 1.11 4.45 0.036
C 1.20 1.29 5.68 -0.001
C 1.73 0.17 6.33 0.014
C 1.66 -1.08 5.73 -0.009
C 1.06 -1.18 4.49 0.035
N 0.55 -0.10 3.90 -0.061
C 0.89 -2.45 3.68 0.014
O 1.23 -3.52 4.14 0.024
N 0.31 -2.19 2.48 -0.034
C -0.02 -3.32 1.67 -0.003
C 0.74 -3.59 0.52 -0.008
C 2.03 -2.87 0.23 0.003
C 0.31 -4.59 -0.35 0.002
C -0.83 -5.33 -0.08 -0.001
C -1.52 -5.11 1.10 0.000
C -1.12 -4.12 1.99 -0.020
C -1.86 -3.98 3.30 0.002
H -3.78 1.95 5.12 0.000
H -2.25 2.80 5.22 0.000
H -2.27 1.13 4.69 0.001
H -4.97 3.26 3.60 0.000
H -5.32 4.11 1.30 0.000
H -3.50 3.91 -0.36 0.000
H -1.24 3.55 -0.86 0.000
H -1.07 1.83 -0.55 -0.001
H -0.09 2.99 0.37 -0.002
H 1.24 2.28 6.11 0.000
H 2.18 0.28 7.30 0.000
H 2.04 -1.98 6.19 0.000
H 2.09 -1.92 0.74 0.011
H 2.17 -2.72 -0.84 0.000
H 2.87 -3.47 0.59 -0.001
H 0.89 -4.79 -1.25 0.000
H -1.15 -6.11 -0.76 0.000
H -2.38 -5.72 1.34 0.000
H -2.92 -4.20 3.17 0.000
H -1.75 -2.98 3.73 -0.001
H -1.45 -4.69 4.03 0.000
C 3.92 1.20 -10.84 0.000
O 4.40 1.92 -9.71 0.000
C 3.86 1.64 -8.50 0.000
C 2.90 0.65 -8.28 0.000
C 2.42 0.44 -7.00 0.000
C 2.88 1.19 -5.93 0.000
C 3.84 2.18 -6.17 0.000
C 4.33 2.40 -7.43 0.000
C 2.36 0.92 -4.59 0.000
N 1.28 0.22 -4.32 0.000
C 1.18 0.23 -2.96 -0.001
C 2.20 0.94 -2.39 0.001
N 2.96 1.38 -3.45 0.000
C 2.37 1.08 -0.97 -0.010
C 3.44 1.72 -0.32 0.015
C 3.50 1.70 1.04 -0.002
C 2.50 1.05 1.76 0.039
N 1.47 0.47 1.18 -0.084
C 1.40 0.47 -0.18 -0.062
C 0.28 -0.23 -0.77 0.076
N -0.64 -0.74 0.09 -0.103
C -1.61 -1.49 -0.39 0.057
C -1.77 -1.73 -1.76 -0.003
C -0.88 -1.17 -2.64 0.015
C 0.18 -0.40 -2.14 -0.019
H 4.44 1.61 -11.70 0.000
H 2.84 1.34 -10.97 0.000
H 4.14 0.14 -10.75 0.000
H 2.53 0.05 -9.10 0.000
H 1.68 -0.33 -6.82 0.000
H 4.20 2.81 -5.36 0.000
H 5.06 3.17 -7.63 0.000
H 3.80 1.93 -3.41 0.000
H 4.21 2.22 -0.90 0.000
H 4.31 2.17 1.58 0.000
H 2.55 1.00 2.84 0.004
H -2.29 -1.93 0.32 0.002
H -2.58 -2.36 -2.10 0.000
H -0.97 -1.31 -3.71 -0.001
N -5.69 -0.54 2.68 0.000
C -4.45 -0.61 3.44 0.000
C -3.28 -0.47 2.49 0.017
O -2.14 -0.75 2.83 -0.044
O -3.59 -0.04 1.30 0.009
H -6.42 -0.06 3.19 0.000
H -6.03 -1.45 2.42 0.000
H -4.58 0.08 1.31 -0.002
H -4.30 -1.51 4.04 0.000
H -4.38 0.25 4.10 0.000
```